Below is a molecular structure, CHLiNiO2 in a non-equilibrium geometry, with properties calculated with ωB97M-V with the def2-TZVPD basis set.

Summary:
electronic energy	-1704.3149	Eh
total charge	+2
E_LUMO (alpha / beta)	-11.7 / -13.3	eV
Kohn-Sham gap (alpha / beta)	10.5 / 8.8	eV
expectation value of S²	2.004
spin multiplicity	3

Structure (XYZ):
```
6
Properties=species:S:1:pos:R:3:mulliken_spin:R:1
H -0.02 -0.68 -0.19 0.00
O -1.26 0.63 0.74 0.17
C -0.96 -0.52 0.37 -0.02
O -1.87 -1.43 0.33 0.09
Li -1.69 -3.24 -0.17 0.00
Ni -3.17 -0.03 1.21 1.76
```

=====

Below is a molecular structure, CHLiO2Rh in a non-equilibrium geometry, with properties calculated with ωB97M-V with the def2-TZVPD basis set.

Summary:
electronic energy	-306.8261	Eh
total charge	+1
E_LUMO (alpha / beta)	-4.9 / -6.4	eV
Kohn-Sham gap (alpha / beta)	8.4 / 7.2	eV
expectation value of S²	6.016
spin multiplicity	5

Structure (XYZ):
```
6
Properties=species:S:1:pos:R:3:mulliken_spin:R:1
O 1.95 -0.70 0.24 0.79
C -2.10 0.95 -0.32 0.69
O -0.85 1.01 -0.51 0.15
Rh 0.75 0.56 0.35 2.23
Li 2.54 -2.17 -0.38 0.00
H -2.29 0.35 0.62 0.14
```

=====

- expectation value of S² of number 1 (CHLiNiO2)?
  2.004